{"formula": "C3H2N2OS", "method": "the ωB97M-V functional and the def2-TZVPD basis", "species": ["H", "N", "C", "N", "C", "C", "O", "S", "H"], "xyz": [[2.4383, -1.5134, 0.3180], [2.4090, -0.3346, 0.1269], [1.1438, -0.1897, -0.2072], [0.5112, 1.1167, -0.2028], [-0.7432, 1.1043, -0.0986], [-1.4205, -0.2286, -0.0296], [-2.6341, -0.5456, 0.0439], [-0.1617, -1.4011, -0.1673], [-1.5428, 1.9920, 0.2166]], "forces_ev_per_a": [[0.42, 4.07, -0.76], [-3.56, -3.89, -0.61], [1.10, 0.81, 1.94], [1.00, 0.64, -0.29], [-2.76, 1.65, 1.71], [-3.55, -1.65, -0.36], [3.83, 1.72, -0.05], [0.80, -1.56, -0.24], [2.70, -1.78, -1.33]], "mulliken_charge": [0.290, -0.494, 0.463, -0.452, 0.026, 0.589, -0.541, -0.148, 0.267], "smiles": "[H]/N=C1/N=CC(=O)S1", "largest_force_ev_per_a": 5.309, "homo_lumo_gap_ev": 8.8, "e_above_lowest_kcal_mol": 34.9}

***

{"formula": "C5H7NO", "method": "the ωB97M-V functional and the def2-TZVPD basis", "species": ["C", "C", "O", "C", "C", "C", "N", "H", "H", "H", "H", "H", "H", "H"], "xyz": [[1.9740, 0.2120, -0.2624], [0.6008, -0.3615, -0.0974], [0.5940, -1.7052, -0.2382], [-0.5216, 0.3366, 0.1775], [-1.8544, -0.3143, 0.4768], [-0.4560, 1.7662, 0.1742], [-0.4140, 2.9251, 0.1526], [2.7052, -0.4900, 0.1499], [2.0620, 1.1734, 0.2467], [2.2114, 0.3559, -1.3213], [-0.3175, -2.0217, -0.2710], [-2.4375, 0.3091, 1.1608], [-2.4635, -0.4760, -0.4205], [-1.7129, -1.2794, 0.9808]], "forces_ev_per_a": [[-0.04, 0.02, 0.02], [0.03, 0.30, 0.03], [-0.08, -0.03, -0.01], [0.07, -0.10, 0.01], [-0.05, -0.03, 0.01], [0.13, 0.86, 0.03], [-0.06, -1.01, 0.05], [-0.13, 0.11, -0.04], [-0.02, -0.12, -0.10], [-0.06, -0.05, 0.10], [0.06, -0.05, 0.05], [0.11, -0.07, -0.14], [0.09, 0.03, 0.09], [-0.04, 0.15, -0.08]], "mulliken_charge": [-1.206, 0.685, -0.536, 0.752, -1.572, -0.103, -0.470, 0.351, 0.384, 0.269, 0.317, 0.367, 0.322, 0.442], "smiles": "C/C(O)=C(/C)C#N", "largest_force_ev_per_a": 1.017, "homo_lumo_gap_ev": 9.6, "e_above_lowest_kcal_mol": 16.2}

***

{"formula": "C13H22N2O3", "method": "the ωB97M-V functional and the def2-TZVPD basis", "species": ["O", "C", "O", "C", "C", "C", "N", "C", "O", "N", "C", "C", "C", "C", "C", "C", "C", "C", "H", "H", "H", "H", "H", "H", "H", "H", "H", "H", "H", "H", "H", "H", "H", "H", "H", "H", "H", "H", "H", "H"], "xyz": [[-6.0842, -0.1739, 0.6443], [-5.3113, -0.5514, -0.1943], [-5.7056, -1.1882, -1.3038], [-3.8144, -0.3500, -0.1706], [-3.4932, 0.9690, -0.9129], [-2.3514, 1.7164, -0.2152], [-1.3373, 0.8089, 0.2673], [-0.1075, 0.8124, -0.3353], [0.1462, 1.5347, -1.2819], [0.8022, -0.0702, 0.1866], [2.1792, -0.0506, -0.2699], [3.0556, 0.8469, 0.6086], [4.4934, 0.8481, 0.0994], [5.0514, -0.5715, 0.0674], [4.1770, -1.4669, -0.8052], [2.7389, -1.4721, -0.2956], [-1.7628, -0.1813, 1.2351], [-3.2871, -0.2908, 1.2616], [-6.6724, -1.2724, -1.3255], [-3.3498, -1.1867, -0.6987], [-4.3714, 1.6171, -0.9304], [-3.2180, 0.7439, -1.9426], [-1.8631, 2.3949, -0.9164], [-2.7373, 2.2992, 0.6279], [0.6702, -0.3918, 1.1317], [2.1511, 0.3589, -1.2844], [2.6513, 1.8609, 0.5995], [3.0311, 0.4783, 1.6387], [4.5158, 1.2696, -0.9074], [5.1123, 1.4784, 0.7413], [5.0823, -0.9730, 1.0832], [6.0726, -0.5606, -0.3183], [4.1927, -1.0972, -1.8325], [4.5713, -2.4852, -0.8085], [2.1137, -2.0987, -0.9341], [2.7115, -1.8870, 0.7159], [-1.3484, -1.1565, 0.9531], [-1.3963, 0.0750, 2.2410], [-3.7381, 0.5570, 1.7761], [-3.5703, -1.1935, 1.8047]], "forces_ev_per_a": [[-0.05, 0.10, 0.16], [0.08, -0.06, 0.22], [-0.02, -0.32, -0.63], [-0.19, 0.01, 0.15], [0.20, 0.06, 0.03], [-0.09, 0.27, -0.26], [-0.16, -0.04, -0.07], [-0.14, -0.13, 0.26], [0.22, 0.28, -0.41], [0.07, -0.14, 0.12], [0.08, -0.09, 0.12], [-0.03, 0.12, -0.40], [0.03, -0.12, 0.32], [0.04, 0.12, -0.31], [0.03, -0.13, 0.34], [0.02, 0.19, -0.35], [0.05, -0.15, 0.28], [0.02, -0.08, -0.18], [0.14, 0.16, 0.25], [-0.02, 0.04, 0.03], [-0.01, 0.02, -0.04], [-0.02, 0.05, -0.03], [-0.13, -0.02, 0.17], [0.00, 0.02, -0.09], [-0.11, 0.00, -0.01], [0.06, -0.07, 0.11], [-0.06, 0.00, 0.06], [-0.04, -0.02, 0.08], [0.04, 0.08, -0.06], [0.02, 0.07, -0.08], [0.05, -0.03, 0.06], [0.05, -0.04, 0.07], [0.02, -0.03, -0.10], [0.01, 0.00, -0.10], [-0.07, -0.02, 0.06], [-0.03, -0.07, 0.08], [-0.01, 0.06, 0.07], [-0.02, -0.13, -0.05], [-0.02, -0.03, 0.05], [0.01, 0.06, 0.06]], "mulliken_charge": [-0.569, -0.025, -0.458, 0.942, -0.865, -1.091, 0.169, 0.577, -0.718, -0.107, -0.373, -0.740, -0.677, -0.634, -0.661, -0.773, -0.591, -1.234, 0.362, 0.323, 0.435, 0.258, 0.464, 0.395, 0.363, 0.428, 0.360, 0.307, 0.333, 0.346, 0.311, 0.310, 0.338, 0.336, 0.338, 0.292, 0.490, 0.218, 0.362, 0.458], "smiles": "O=C(O)C1CCN(C(=O)NC2CCCCC2)CC1", "largest_force_ev_per_a": 0.710, "homo_lumo_gap_ev": 9.6, "e_above_lowest_kcal_mol": 0.0}

***

{"formula": "C35H24Br2N3O4Pb", "method": "the ωB97M-V functional and the def2-TZVPD basis", "species": ["Pb", "O", "C", "O", "C", "C", "C", "N", "C", "C", "C", "C", "C", "C", "C", "N", "C", "C", "C", "C", "C", "N", "H", "H", "H", "H", "H", "H", "H", "H", "H", "H", "C", "C", "C", "C", "C", "C", "H", "H", "H", "H", "H", "H", "Br", "C", "C", "C", "C", "C", "C", "C", "O", "O", "H", "H", "H", "H", "Br", "C", "C", "C", "C", "C", "C", "H", "H", "H", "H"], "xyz": [[0.1703, 0.7787, 0.0368], [6.8983, -0.1263, 3.2503], [6.0213, 0.6914, 3.6355], [6.0107, 1.3842, 4.6800], [4.8301, 0.8321, 2.7723], [3.7576, 1.6830, 3.0478], [2.7008, 1.8083, 2.1186], [2.6455, 1.1501, 0.9203], [3.7292, 0.4075, 0.6639], [4.8188, 0.2177, 1.5087], [3.7369, -0.4489, -0.5493], [4.4908, -1.6457, -0.6933], [4.5886, -2.2497, -1.9356], [3.9111, -1.6635, -3.0135], [3.0657, -0.6455, -2.7593], [3.0301, -0.0123, -1.6009], [1.5333, 2.6778, 2.4216], [1.6981, 3.6921, 3.3764], [0.6344, 4.1798, 4.0592], [-0.6492, 3.7374, 3.6848], [-0.8264, 2.8704, 2.5942], [0.2971, 2.3515, 2.0138], [3.4939, 2.1126, 4.0035], [5.6307, -0.4074, 1.0818], [4.9759, -2.0484, 0.1828], [5.0545, -3.2465, -2.0172], [4.0121, -2.0405, -4.0169], [2.3273, -0.3930, -3.5017], [2.7331, 3.9674, 3.6920], [0.8025, 4.9348, 4.8372], [-1.5555, 3.9923, 4.2513], [-1.7861, 2.5693, 2.2766], [-0.8809, -3.6039, -4.5037], [-1.6537, -4.6547, -4.9658], [-2.9844, -4.4347, -5.3324], [-3.5678, -3.1915, -5.3551], [-2.7717, -2.1622, -4.8277], [-1.4157, -2.3595, -4.4580], [0.1230, -3.7540, -4.1529], [-1.2739, -5.6985, -4.8852], [-3.5600, -5.3127, -5.5809], [-4.5956, -3.0214, -5.7656], [-3.2720, -1.1940, -4.6327], [-0.8932, -1.5079, -4.0715], [-7.9550, 4.3360, -1.1816], [-6.4964, 3.2372, -0.8697], [-5.6782, 3.0306, -2.0153], [-4.3415, 2.5762, -1.8351], [-4.0056, 2.0561, -0.6216], [-4.8983, 2.0469, 0.4506], [-6.1001, 2.7823, 0.3786], [-2.6344, 1.4502, -0.4038], [-2.4475, 0.5973, 0.4885], [-1.7165, 1.8209, -1.1725], [-6.0183, 3.1803, -3.0594], [-3.6421, 2.5742, -2.6377], [-4.7288, 1.5588, 1.4005], [-6.7652, 2.8499, 1.2437], [0.7613, -4.2828, 4.4254], [0.2994, -2.9942, 3.1090], [0.0658, -1.7262, 3.6233], [-0.1944, -0.7114, 2.7255], [-0.2502, -0.9633, 1.3919], [0.0444, -2.2190, 0.9285], [0.1932, -3.2779, 1.7948], [0.2700, -1.6370, 4.7039], [-0.2566, 0.2509, 3.2235], [0.0983, -2.3982, -0.1312], [0.3613, -4.3536, 1.5496]], "forces_ev_per_a": [[0.21, 0.12, -1.23], [-0.65, 0.53, -0.11], [1.81, -0.72, 1.85], [-0.17, 0.03, -0.36], [-0.63, 0.34, -1.99], [-1.81, -0.49, -0.65], [0.41, -0.53, -1.58], [1.21, 0.53, 1.75], [-0.16, -1.25, 0.13], [-0.04, 0.41, -0.05], [0.14, -0.15, -2.13], [-0.32, 0.66, 0.40], [-0.28, -0.23, 0.22], [1.19, -1.73, 0.05], [-0.55, 0.64, 0.27], [-0.63, 0.36, 1.09], [-0.77, 0.05, 1.23], [2.02, -0.31, 0.15], [-1.39, 0.55, -0.04], [-0.90, -0.28, -0.08], [3.43, 1.08, 1.34], [-0.69, -0.26, -0.35], [1.07, -0.01, 0.21], [-0.42, 0.73, 1.16], [-0.01, -0.30, -0.06], [0.10, 0.84, -0.14], [-0.14, -0.34, -0.12], [-0.02, 0.65, -0.26], [-1.05, -0.12, -0.48], [-0.32, -0.48, -0.21], [0.55, 0.23, -0.26], [-0.76, -0.52, -0.59], [0.54, -0.81, -0.33], [-0.37, -0.93, 0.65], [0.46, -1.40, -0.44], [0.27, 0.98, 0.29], [-0.37, 0.66, -0.04], [-2.44, 1.26, -0.10], [0.34, -0.19, 0.00], [-0.31, 0.94, -0.29], [-0.17, -0.08, -0.29], [1.05, -0.16, 0.76], [0.68, -0.44, -0.37], [0.35, 0.20, 0.19], [-1.16, 0.35, 0.21], [1.75, -0.35, -1.54], [1.04, -0.24, 0.26], [-2.64, 0.45, -0.30], [0.72, -0.90, 1.85], [-1.21, 1.09, 0.08], [0.13, -0.87, -0.33], [0.00, -0.34, -0.40], [-0.52, 0.40, 0.63], [-0.42, 0.85, -0.69], [0.02, 0.46, 1.02], [0.37, -0.12, -0.47], [0.65, -0.11, -0.18], [0.29, 0.16, -0.31], [0.03, -0.55, -0.12], [-0.52, 0.65, 2.01], [0.86, -0.87, 0.57], [0.00, -0.13, 2.58], [0.94, 1.02, -0.89], [-0.74, -0.52, -0.49], [0.87, -2.28, -0.51], [-0.44, 0.55, -0.66], [-0.32, 0.30, -0.59], [0.00, -0.16, -0.44], [-0.15, 1.10, -0.45]], "mulliken_charge": [0.814, -0.742, 0.479, -0.738, -0.548, -0.841, 1.033, -0.281, 0.849, -0.591, 0.023, -0.761, -0.323, -0.563, -0.306, -0.324, 0.107, -0.783, -0.406, -0.724, -0.349, 0.061, 0.692, 0.678, 0.522, 0.365, 0.405, 0.425, 0.551, 0.401, 0.355, 0.529, -0.226, -0.513, -0.149, -0.502, -0.226, -0.505, 0.413, 0.283, 0.319, 0.323, 0.324, 0.455, -0.196, 0.240, -0.523, -0.487, 0.293, -0.279, -0.573, 0.622, -0.714, -0.846, 0.355, 0.493, 0.453, 0.367, -0.235, 0.453, -0.932, 0.125, 0.037, -0.348, -0.656, 0.325, 0.226, 0.494, 0.301], "largest_force_ev_per_a": 3.841, "homo_lumo_gap_ev": 6.8, "e_above_lowest_kcal_mol": 45.8, "charge": -1}

***

{"formula": "C4H14N2O2", "method": "the ωB97M-V functional and the def2-TZVPD basis", "species": ["C", "C", "C", "N", "N", "C", "O", "H", "H", "H", "H", "H", "H", "H", "H", "H", "H", "H", "H", "H", "H", "O"], "xyz": [[-0.8627, -1.1621, 0.4843], [-1.8302, -0.0465, 0.9232], [-1.2620, 1.3294, 0.5639], [-0.2891, 1.9078, 1.4748], [-0.8994, -1.4012, -0.9430], [0.4317, -1.3676, -1.5909], [1.0008, -0.1137, -1.4997], [0.1844, -0.9055, 0.7229], [-1.0627, -2.1695, 0.9174], [-2.7375, -0.2199, 0.3096], [-2.1150, -0.1560, 1.9548], [-0.7773, 1.3527, -0.4224], [-2.1103, 2.0340, 0.4898], [0.6151, 1.4807, 1.3134], [-0.6008, 1.7625, 2.4283], [-1.5958, -0.9009, -1.5025], [0.9312, -2.1598, -0.9861], [0.3092, -1.5934, -2.6573], [1.9567, -0.1524, -1.5259], [3.5204, 0.5861, 1.1330], [2.8767, 1.4183, 0.0144], [2.8639, 0.5486, 0.4231]], "forces_ev_per_a": [[-0.12, -0.23, -0.06], [-0.19, -0.89, -1.77], [-0.22, 1.21, -0.07], [-0.27, -0.57, -0.18], [1.26, 2.81, 0.27], [0.31, -1.66, -0.46], [-1.14, 0.49, 0.36], [-0.18, -0.33, 0.00], [-0.09, 0.38, 0.23], [0.05, 0.24, 0.49], [0.04, 0.03, 0.44], [-0.33, -0.32, 0.07], [0.21, -0.34, 0.07], [0.11, 0.02, 0.40], [0.37, 0.18, 0.10], [-0.63, -0.62, 0.19], [0.40, 0.39, -0.85], [-0.10, -0.60, 0.37], [0.48, -0.28, 0.34], [-0.07, 0.01, -0.23], [0.11, 0.23, 0.09], [-0.02, -0.15, 0.19]], "mulliken_spin": [-0.007, 0.044, 0.006, 0.008, 0.790, -0.004, 0.038, 0.038, 0.087, 0.003, -0.004, -0.001, 0.003, 0.001, 0.002, -0.013, 0.009, -0.001, 0.001, 0.000, 0.000, 0.001], "multiplicity": 2, "s_squared": 0.75, "largest_force_ev_per_a": 3.095, "homo_lumo_gap_ev": [10.1, 4.7], "e_above_lowest_kcal_mol": 52.7, "charge": 1}

***

{"formula": "C3H42NO16", "method": "the ωB97M-V functional and the def2-TZVPD basis", "species": ["C", "C", "C", "N", "H", "H", "H", "H", "H", "H", "H", "H", "H", "H", "H", "H", "O", "H", "H", "O", "H", "H", "O", "H", "H", "O", "H", "H", "O", "H", "H", "O", "H", "H", "O", "H", "H", "O", "H", "H", "O", "H", "H", "O", "H", "H", "O", "H", "H", "O", "H", "H", "O", "H", "H", "O", "H", "H", "O", "H", "H", "O"], "xyz": [[-1.2386, 0.8743, 0.9627], [-2.5301, 0.6747, 0.0114], [-2.4214, 1.7864, -0.9977], [-2.3270, -0.7365, -0.6037], [-1.3867, 0.5477, 2.0230], [-0.2283, 0.6960, 0.5580], [-1.1670, 1.8981, 1.3043], [-3.4662, 0.7142, 0.5884], [-1.9619, 2.7006, -0.5562], [-3.4318, 2.0888, -1.3218], [-1.8355, 1.5630, -1.8967], [-1.8188, -1.3126, 0.0886], [-3.2635, -1.2204, -0.7144], [-1.6235, -0.8535, -1.3446], [-3.0298, -4.3674, -2.1689], [-2.1492, -4.1244, -0.8823], [-2.5293, -3.6688, -1.7223], [-0.6926, 3.3244, 2.9933], [-1.3987, 3.2521, 4.3664], [-0.9263, 2.7076, 3.7028], [-1.1899, -3.0467, -2.3955], [-0.1425, -3.4459, -3.5063], [-0.2518, -2.9020, -2.7173], [2.2170, -4.0472, -0.5234], [0.9122, -3.4739, -1.1361], [1.2616, -4.0310, -0.4371], [-0.6688, 5.5051, 1.0684], [-0.0608, 4.1751, 1.0984], [-0.6058, 4.7420, 1.6734], [1.4681, -2.1690, -2.2415], [1.8793, -0.7892, -1.5093], [1.5456, -1.7118, -1.4028], [3.3631, 3.8147, 0.9340], [3.9871, 3.1062, -0.3371], [3.2540, 3.1180, 0.2810], [-0.9137, -4.1469, 0.5514], [-0.8014, -5.3987, -0.3172], [-1.4421, -4.8838, 0.2071], [3.3199, 0.5128, -0.5206], [3.2752, 0.9419, -1.9961], [2.7087, 0.6144, -1.2907], [-2.8884, -0.7290, -3.8262], [-1.3396, -1.2829, -3.9262], [-1.9877, -0.7208, -3.4906], [3.1200, 1.2403, 3.8875], [3.0447, 1.8185, 2.4274], [3.5562, 1.2616, 3.0255], [0.8812, -1.9542, 0.2214], [1.0496, -2.8585, 1.3869], [0.5111, -2.0973, 1.1433], [0.8597, 3.1503, 4.2046], [1.8694, 4.0910, 3.4751], [1.7499, 3.1813, 3.7684], [-4.4216, -1.8473, -2.3506], [-5.5070, -0.7691, -1.8553], [-4.5872, -0.9270, -2.0959], [1.4343, 2.8927, -0.2382], [0.2215, 2.1975, -0.8494], [0.5201, 3.0526, -0.5291], [5.1481, 0.5499, 1.0825], [3.9438, 0.0324, 1.6297], [4.3399, 0.1208, 0.7530]], "forces_ev_per_a": [[-1.45, 0.48, 1.63], [3.79, -0.24, 0.86], [-0.98, 1.29, -0.83], [-0.34, -0.57, 2.46], [0.32, -1.23, -1.10], [-0.74, -0.74, -0.01], [-0.34, 0.80, -0.83], [0.48, -0.40, -0.32], [-0.42, -0.77, -0.08], [0.41, -0.15, -0.25], [-0.18, -0.33, 0.20], [-0.46, 0.28, 0.51], [1.08, 0.56, -1.07], [-1.06, 0.71, -1.14], [-0.14, 0.14, -0.16], [-0.68, 0.32, -1.01], [0.02, 0.01, 0.76], [-0.38, 0.16, 0.04], [0.20, -0.44, -0.70], [-0.31, 0.44, 0.92], [0.30, -0.41, -0.38], [-0.30, -0.21, 0.02], [-0.03, -0.03, -0.37], [0.02, 0.15, -0.23], [-0.09, -0.02, -0.25], [0.05, -1.68, 0.49], [-0.35, -0.16, 0.70], [-0.17, -0.49, -0.02], [0.59, 0.46, -0.95], [-0.29, 0.51, -0.31], [0.11, -0.55, -0.24], [0.62, 1.11, 0.51], [0.43, 0.14, -0.24], [0.15, 0.27, 0.15], [-0.58, -0.25, 0.33], [0.26, -0.08, 0.19], [-0.06, 0.23, 0.32], [0.44, -0.30, 0.25], [-0.21, -0.11, -0.10], [-0.16, -0.06, -0.16], [0.32, 0.60, 0.08], [0.10, -0.48, -0.45], [-0.59, -0.27, -0.37], [0.55, 0.91, 0.97], [-0.15, 0.37, -0.48], [-0.27, 0.03, 0.49], [0.54, -0.54, 0.02], [-0.56, 0.04, 1.00], [-0.22, -0.06, 0.17], [0.28, 0.48, -0.87], [0.82, -0.14, -0.73], [-0.12, 0.00, 0.20], [-0.53, 0.25, 0.45], [-0.56, -0.39, -0.04], [-0.21, -0.56, -0.20], [0.55, 0.78, 0.17], [0.08, 0.02, -0.28], [-0.04, 0.00, -0.06], [0.27, 0.26, 0.30], [-0.02, -0.02, -0.77], [-0.88, -0.17, 0.22], [1.08, 0.04, 0.56]], "mulliken_spin": [0.027, 0.184, 0.125, 1.166, -0.032, 0.036, -0.024, -0.097, -0.041, -0.027, 0.023, -0.131, -0.142, -0.218, 0.199, 0.211, -0.698, 0.001, 0.003, -0.006, 0.184, 0.141, -0.390, 0.018, 0.075, -0.064, 0.003, 0.000, -0.002, 0.083, -0.051, 0.263, 0.001, 0.003, -0.008, 0.012, 0.005, 0.054, 0.003, 0.003, -0.012, -0.008, 0.092, 0.255, -0.001, 0.002, 0.006, 0.015, -0.002, -0.024, 0.000, -0.001, 0.005, 0.120, 0.216, -0.550, 0.010, 0.004, -0.030, -0.003, 0.001, 0.011], "multiplicity": 2, "s_squared": 0.75, "largest_force_ev_per_a": 3.889, "homo_lumo_gap_ev": [1.9, 10.0]}